{"formula": "C12H30AlBCl2N2O11S2Si", "method": "wB97M-V/def2-TZVPD", "species": ["C", "Si", "C", "C", "O", "C", "C", "N", "B", "O", "O", "H", "H", "H", "H", "H", "H", "H", "H", "H", "H", "H", "H", "H", "H", "H", "H", "H", "C", "Cl", "Cl", "H", "H", "O", "S", "O", "O", "O", "C", "C", "O", "S", "O", "O", "O", "H", "H", "H", "H", "C", "C", "C", "C", "N", "H", "H", "H", "H", "H", "H", "H", "Al"], "xyz": [[-1.0169, -0.5318, 2.3184], [-1.1738, 1.1645, 1.4467], [-0.0813, 2.3882, 2.4499], [-0.5219, 0.9647, -0.3585], [-2.7619, 1.8408, 1.4652], [-3.7167, 0.9883, 0.8568], [-5.1211, 1.7402, 0.9530], [-6.0796, 1.0215, 1.8697], [-6.6523, -0.2803, 1.2978], [-6.9091, -0.3851, -0.0786], [-6.9358, -1.3089, 2.2399], [-0.0090, -0.9523, 2.0328], [-0.9693, -0.3286, 3.4301], [-1.8254, -1.2772, 2.0650], [-0.4667, 2.3309, 3.5114], [-0.3387, 3.4078, 2.0600], [1.0048, 2.1381, 2.4003], [-1.0028, 1.6860, -1.0717], [0.5856, 1.2118, -0.3532], [-0.6555, -0.0879, -0.7218], [-3.5091, 0.8160, -0.2421], [-3.7692, -0.0410, 1.3193], [-5.5822, 1.9182, -0.0483], [-4.9403, 2.7528, 1.4145], [-5.7112, 0.8831, 2.8217], [-6.8938, 1.6561, 1.9916], [-6.0409, -0.5455, -0.4922], [-6.2301, -1.2432, 2.9151], [2.8908, 3.6962, -0.9520], [1.8557, 4.3736, 0.3012], [2.8967, 1.9314, -0.9031], [2.5288, 4.0224, -1.9255], [3.9255, 4.0612, -0.7932], [-4.2764, -4.5688, 0.1586], [-3.4496, -3.6815, 0.9686], [-3.8814, -2.2751, 0.7924], [-2.0444, -3.8328, 0.5847], [-3.6108, -4.0211, 2.4191], [0.1334, -5.5812, -1.9462], [-0.1204, -6.2491, -0.6054], [-0.2539, -7.6332, -0.9034], [0.6897, -8.0003, -2.1713], [1.9129, -8.5436, -1.6750], [-0.1103, -8.6588, -3.1500], [0.9727, -6.4836, -2.6627], [-0.7982, -5.4611, -2.5090], [0.6201, -4.6127, -1.8408], [-1.0183, -5.8737, -0.1145], [0.7385, -6.1282, 0.0654], [8.7379, 3.9045, -1.3655], [7.8709, 4.0469, -2.6123], [6.9649, 5.2814, -2.5713], [6.0389, 5.1976, -1.4079], [5.3218, 5.1323, -0.4972], [8.1317, 3.7709, -0.4664], [9.3857, 3.0311, -1.4520], [9.3709, 4.7841, -1.2257], [7.2622, 3.1455, -2.7271], [8.5170, 4.1116, -3.4904], [6.3743, 5.3486, -3.4876], [7.5604, 6.1935, -2.4851], [-3.8136, -2.3548, 3.1578]], "multiplicity": 1, "gap_ev": 1.6, "charge": 2, "lumo_energy_ev": -12.775, "max_force_ev_per_a": 5.35, "homo_energy_ha": -0.5285}